Computed, not measured: the molecule C10H18ClNO4 at a distorted geometry, with ωB97M-V with the def2-TZVPD basis set.

## Properties
Max |F| (hartree/bohr): 0.082
Net charge: 0
HOMO-LUMO gap (eV): 7.72
SMILES: CCOC(=O)C(Cl)(CN(C)C)C(=O)OCC
Energy (a.u.): -1207.67117
Highest occupied orbital energy (eV): -7.7
Multiplicity: 1
Energy relative to the best compared isomer or geometry (same formula, charge and spin) (kcal/mol): 0.0

Geometry (Å):
H -4.10 -2.87 -1.20
N 3.23 -0.10 0.83
Cl 0.77 0.22 2.23
H 4.53 -1.70 1.11
O -1.15 -1.22 -0.71
C -3.36 -2.05 -1.00
H 3.64 -1.21 2.70
H -1.56 3.17 -1.66
H -3.68 -1.53 -0.10
C -0.02 1.37 -0.19
H -4.15 3.01 -1.21
H 3.81 1.08 2.57
O -1.24 1.25 -0.75
H 2.52 0.73 -0.82
H 2.24 -1.15 -0.56
C -1.93 -2.48 -0.80
O 0.53 2.46 0.05
C 2.20 -0.14 -0.22
H -3.76 1.62 -0.12
C 0.79 0.08 0.30
H -1.85 3.12 0.14
C 0.05 -1.24 -0.15
H -1.79 -3.04 0.11
C -3.45 2.14 -1.04
H 2.75 -2.10 1.30
C 3.56 -1.34 1.56
H 4.65 1.44 0.96
O 0.65 -2.27 0.11
H 2.93 1.96 1.24
H -3.44 -1.33 -1.83
C 3.69 1.16 1.45
H -1.53 -3.06 -1.62
H -3.52 1.44 -1.89
C -2.00 2.56 -0.82

Computed, not measured: a cluster of 2 separate species, CH2IO2S in total at a distorted geometry, with ωB97M-V with the def2-TZVPD basis set.

## Properties
Max |F| (hartree/bohr): 0.075
Net charge: -1
HOMO-LUMO gap (alpha / beta) (eV): 6.63 / 7.14
Energy (a.u.): -885.53733
Highest occupied orbital energy (alpha / beta) (eV): -3.7 / -4.1
Multiplicity: 1
Energy relative to the best compared isomer or geometry (same formula, charge and spin) (kcal/mol): 97.4

Geometry (Å):
S -0.32 -0.74 -0.89
O 0.31 -2.13 -0.78
I -0.26 2.22 -0.35
O -1.77 -0.81 -0.71
H 1.47 0.29 -0.19
C 0.47 0.41 0.21
H 0.10 0.76 2.71

Computed, not measured: a structure of composition C34H27ClIMnN3O2P2S at a distorted geometry, with ωB97M-V with the def2-TZVPD basis set.

## Properties
Max |F| (hartree/bohr): 0.039
Net charge: +1
HOMO-LUMO gap (alpha / beta) (eV): 6.21 / 7.35
Energy (a.u.): -4616.20600
Highest occupied orbital energy (alpha / beta) (eV): -10.6 / -10.7
Multiplicity: 5
Energy relative to the best compared isomer or geometry (same formula, charge and spin) (kcal/mol): 0.0

Geometry (Å):
H -2.78 -2.89 -1.79
C 3.53 -3.35 1.62
C -1.81 -4.70 -2.38
C -0.63 -2.70 -1.75
C -2.32 -0.48 -1.18
C 2.39 5.44 -1.10
H -1.35 -3.52 0.82
H 2.25 -2.50 0.15
C -1.83 -3.37 -1.96
H -0.13 3.64 4.01
H 0.38 2.35 -5.59
C 0.22 1.83 2.88
H 4.68 -4.01 3.29
C -0.94 1.92 4.96
H -2.01 -0.34 -3.31
C -1.15 -2.72 1.53
H 3.95 -4.08 0.95
C 1.93 5.32 -2.37
C 0.02 0.46 2.83
C -4.26 0.65 -0.31
H -4.10 0.95 -3.68
H 2.17 -0.62 4.02
H -0.50 -3.10 2.31
H 3.81 -2.26 4.82
C 0.62 -4.65 -2.49
H -5.51 1.57 -1.78
C -2.68 -0.12 -2.49
C 0.78 1.52 -3.64
N -0.76 2.06 -0.25
Cl 1.73 6.74 -3.37
H -1.65 0.04 5.76
C -4.63 1.00 -1.59
P 0.66 -0.47 1.40
H -4.86 0.99 0.53
C -0.63 -0.20 3.88
C -3.82 0.64 -2.68
C 1.08 3.83 -4.20
C 1.55 4.08 -2.92
H -2.75 -0.25 0.91
N -0.48 -1.60 0.79
C 3.46 -2.32 3.80
H -2.74 -5.20 -2.53
S -1.82 3.00 0.28
C 2.52 -1.41 3.36
C -0.25 2.58 3.95
C 0.59 -3.32 -2.07
C 2.51 4.28 -0.27
H 0.69 2.32 2.03
I 3.18 4.40 1.69
C -0.59 -5.34 -2.60
H -2.10 -2.40 1.98
H 1.51 -2.74 -1.99
C -3.10 -0.09 -0.09
H 1.00 4.64 -4.92
N 1.23 1.71 -2.43
P -0.67 -1.13 -0.87
C 2.15 3.06 -0.73
C 0.71 2.56 -4.58
H 2.67 6.42 -0.71
H 1.56 -5.13 -2.74
C 2.02 -1.50 2.06
H -0.60 -6.38 -2.91
H 0.44 0.51 -3.88
O 2.19 1.93 -0.03
H -0.73 -1.27 3.89
C 3.96 -3.29 2.94
C -1.12 0.54 4.95
C 1.64 2.95 -2.05
H -1.34 2.50 5.77
Mn 0.84 0.84 -0.62
O -2.51 2.67 1.52
C 2.56 -2.45 1.18

Computed, not measured: a cluster of 2 separate species, C10H16 in total at a distorted geometry, with ωB97M-V with the def2-TZVPD basis set.

## Properties
Max |F| (hartree/bohr): 0.032
Net charge: 0
HOMO-LUMO gap (eV): 10.06
SMILES: CCc1ccccc1.CC
Energy (a.u.): -390.62135
Highest occupied orbital energy (eV): -9.0
Multiplicity: 1
Energy relative to the best compared isomer or geometry (same formula, charge and spin) (kcal/mol): 9.1

Geometry (Å):
H -2.24 2.04 -0.49
H 2.17 -1.13 0.05
H -2.55 1.62 -2.97
H -0.33 -3.02 0.17
H -1.53 1.56 1.68
C -1.62 0.13 0.04
C 2.82 0.88 0.00
H -0.85 1.17 -2.50
C -0.52 -2.01 0.48
H -2.03 -0.05 -2.75
H 0.65 -2.04 2.28
C -0.11 -1.51 1.72
H 0.06 0.22 2.97
H -1.58 -1.54 -1.29
C -1.91 0.97 -2.37
C -0.37 -0.20 2.06
C 2.98 -0.56 0.49
H 1.95 1.35 0.46
H 3.88 -0.99 0.04
C -1.29 -1.18 -0.31
H 3.71 1.48 0.23
H 3.04 -0.59 1.57
C -1.23 0.58 1.30
C -2.36 1.05 -0.92
H -3.42 0.84 -0.86
H 2.66 0.92 -1.08

Computed, not measured: a structure of composition C64H64AsAuIN4OPS at a distorted geometry, with ωB97M-V with the def2-TZVPD basis set.

## Properties
Max |F| (hartree/bohr): 0.038
Net charge: +2
HOMO-LUMO gap (eV): 5.00
Energy (a.u.): -6179.59359
Highest occupied orbital energy (eV): -12.2
Multiplicity: 1
Energy relative to the best compared isomer or geometry (same formula, charge and spin) (kcal/mol): 78.7

Geometry (Å):
H 0.96 3.25 -2.45
C 1.03 -2.77 -5.72
H -5.58 -1.09 3.61
I -1.20 5.40 3.09
H 4.79 -0.33 2.30
C -2.80 1.78 -2.08
C 3.26 1.64 1.65
C 0.88 3.46 -7.35
H 2.09 -4.62 -5.49
H -2.67 0.24 7.37
H 3.36 4.55 3.38
H 2.78 -4.73 4.10
H -1.02 -2.92 4.86
H 4.21 -3.52 -4.86
H -4.19 -3.60 2.22
C 1.92 1.81 -8.75
N -3.32 -4.07 0.38
C -1.97 1.45 5.04
C 3.67 3.76 2.70
C 3.58 0.42 -2.42
C 2.35 0.46 1.42
C 1.68 2.45 -2.41
C 4.24 -1.14 1.85
P -0.36 0.60 -1.59
C -1.74 2.78 1.73
C 3.34 -2.93 -5.07
C 2.29 0.16 -2.02
C -2.33 -2.47 1.97
H -0.17 3.41 -0.70
H 0.12 1.29 -4.28
C 2.22 -1.99 0.88
C -3.36 4.07 -1.63
H -4.25 1.09 0.51
H -4.07 4.88 -1.65
C 2.08 -1.58 5.10
C -3.73 4.07 2.00
H -4.45 -1.43 7.72
C -4.00 -3.00 -0.33
H 2.58 -0.66 5.39
H -0.52 2.73 -5.90
C 2.79 -3.25 0.78
C 0.81 -3.95 4.41
H 0.11 -1.08 -3.24
C 1.09 -1.39 -5.66
As -0.51 -0.35 -6.10
C 2.15 -3.54 -5.43
H -2.73 -4.60 2.31
C 4.82 -2.39 1.75
H -3.79 0.58 3.26
H 1.36 -0.22 -8.38
H 0.11 -3.25 -6.03
C -4.93 -0.81 4.43
C 2.94 -0.91 1.38
H -3.80 -0.97 0.49
C 3.93 1.70 -2.83
H -1.40 -2.66 2.51
C 4.89 3.86 2.04
H 2.36 0.31 -5.26
C -0.71 0.58 -4.35
C -3.19 -3.75 1.80
C 1.33 1.17 -1.99
H -1.79 5.26 -0.77
C -3.29 -0.07 6.54
C -2.01 -4.29 -0.20
H -4.73 2.63 -2.45
C 5.28 2.85 1.18
H -4.05 -3.26 -1.39
H 4.94 1.91 -3.17
C 0.37 1.12 -7.03
H -1.63 1.15 -4.40
H 2.01 -0.84 -1.75
H -0.93 -2.58 -1.09
H -4.25 4.97 2.33
C -3.22 -1.67 -0.12
C 2.82 -2.68 4.73
H 4.78 0.96 0.30
H -2.26 2.26 4.37
H 2.22 -4.08 0.37
N 1.15 0.82 1.29
H 0.73 4.50 -7.06
H 1.90 2.59 3.00
C -1.50 2.00 -1.63
H 3.24 3.71 -3.16
C 0.18 2.46 -6.68
N -1.97 -1.95 0.62
C -4.30 -1.00 6.74
H 0.36 0.12 6.33
C 2.29 -0.77 -5.29
S -0.51 0.67 4.21
H 2.28 3.92 -8.89
H -5.91 -2.10 5.84
H 2.59 1.56 -9.56
H -2.13 -4.59 -1.24
C 3.41 -1.54 -5.00
H -1.64 -0.91 -3.05
H 1.21 -1.83 0.55
H -1.51 -5.09 0.34
C 4.47 1.74 0.98
H -2.86 -1.69 2.51
C 2.19 -3.87 4.38
C -3.73 1.91 0.99
H -5.50 3.09 1.26
H 4.34 -1.06 -4.74
C 0.69 -1.66 5.14
H -5.02 -2.91 0.05
C 2.85 2.67 2.50
H -1.11 -0.83 5.94
C -0.70 -0.36 -3.16
H -0.26 -3.14 0.46
H -0.67 2.65 1.83
Au -0.62 -0.04 0.81
H 4.31 -0.38 -2.43
C -1.15 3.25 -1.13
O -1.09 -0.18 3.09
C 2.98 2.71 -2.83
C -3.09 0.49 5.28
H 5.83 -2.55 2.10
C 1.23 0.81 -8.08
C -0.14 -0.49 5.57
C -2.37 3.94 2.17
H 6.23 2.92 0.66
H -2.98 -1.19 -1.07
C -5.12 -1.38 5.68
N -2.41 1.77 1.15
C 4.11 -3.45 1.20
C -3.92 0.12 4.23
H 4.57 -4.42 1.10
H 5.53 4.71 2.20
C 0.06 -2.85 4.80
C -2.07 4.28 -1.15
C -1.18 -2.97 -0.10
H 0.31 -4.88 4.17
H 3.90 -2.63 4.75
C 1.75 3.14 -8.37
H -1.56 1.87 5.96
C -3.72 2.81 -2.09
H -3.10 0.80 -2.44
C -4.43 3.03 1.40

Computed, not measured: a structure of composition C4H4O5S at a distorted geometry, with ωB97M-V with the def2-TZVPD basis set.

## Properties
Max |F| (hartree/bohr): 0.057
Net charge: 0
HOMO-LUMO gap (eV): 8.06
Energy (a.u.): -929.14416
Highest occupied orbital energy (eV): -7.9
Multiplicity: 1
Energy relative to the best compared isomer or geometry (same formula, charge and spin) (kcal/mol): 29.6

Geometry (Å):
C -1.64 -0.93 0.26
H 2.91 0.71 0.03
C 1.24 2.64 0.64
O 0.61 3.55 0.80
C -0.26 -0.80 0.06
S -0.21 0.71 -0.84
H 1.46 -1.15 -0.06
O -2.37 -1.95 0.79
O -2.95 0.95 -0.64
O 0.72 -1.62 0.28
H -3.30 -2.00 0.69
H 3.22 -0.24 -1.23
O 2.62 -0.12 -0.45
C -2.04 0.26 -0.32

Computed, not measured: a structure of composition C12H12BrInN5, with ωB97M-V with the def2-TZVPD basis set.

## Properties
Max |F| (hartree/bohr): 0.004
Net charge: +3
HOMO-LUMO gap (alpha / beta) (eV): 5.16 / 6.86
Energy (a.u.): -3501.39677
Highest occupied orbital energy (alpha / beta) (eV): -17.0 / -17.8
Multiplicity: 1
Energy relative to the best compared isomer or geometry (same formula, charge and spin) (kcal/mol): 9.9

Geometry (Å):
C 0.00 8.29 0.83
C -2.69 -5.56 -0.98
C 0.00 6.22 2.03
C 0.70 -6.33 -0.72
H 0.00 8.13 2.99
C 0.00 9.76 0.74
H 0.00 8.02 -1.34
C 0.00 7.51 -0.38
H -0.87 10.09 0.17
C -2.81 -6.92 -0.62
H -3.49 -4.87 -1.19
C -0.70 -6.33 -0.72
H 0.00 5.63 2.93
H 0.00 10.24 1.72
H -3.68 -7.54 -0.48
H -1.33 -8.32 -0.21
H 0.87 10.09 0.17
N 1.56 -7.37 -0.47
C 2.69 -5.56 -0.98
H 3.68 -7.54 -0.48
N 0.00 6.20 -0.42
H 1.33 -8.32 -0.21
N -1.56 -7.37 -0.47
H 3.49 -4.87 -1.19
In 0.00 -2.83 -1.53
C 2.81 -6.92 -0.62
C 0.00 7.59 2.05
Br 0.00 3.73 0.71
C 0.00 5.57 0.76
N -1.41 -5.22 -1.04
N 1.41 -5.22 -1.04

Computed, not measured: the molecule C19H33O4 at a distorted geometry, with ωB97M-V with the def2-TZVPD basis set.

## Properties
Max |F| (hartree/bohr): 0.133
Net charge: 0
HOMO-LUMO gap (alpha / beta) (eV): 6.40 / 6.96
Energy (a.u.): -1044.44467
Highest occupied orbital energy (alpha / beta) (eV): -5.6 / -9.3
Multiplicity: 4
Energy relative to the best compared isomer or geometry (same formula, charge and spin) (kcal/mol): 58.2

Geometry (Å):
H 0.61 0.80 2.06
H 3.43 -0.26 1.37
H 2.97 -2.93 2.66
H -5.29 -0.51 -6.69
C -0.95 2.36 0.66
H -5.44 3.28 -2.96
H 2.18 -0.67 2.53
H 3.93 -1.20 4.26
C 0.80 1.81 2.44
H 2.53 2.17 1.20
H -4.71 1.63 -5.28
H -4.92 -1.01 -3.67
C -2.72 2.82 -0.93
H -5.32 -2.07 -5.85
C 4.78 -4.99 2.72
C -4.71 -0.43 -4.59
O -4.61 4.63 0.37
C 4.92 -3.62 3.33
H -3.64 -0.59 -4.79
H 5.96 -3.28 3.27
C 3.20 -0.26 2.44
C 4.14 -1.19 3.18
H 5.71 -7.26 1.86
C 3.25 1.16 2.99
C -5.54 -1.00 -5.74
C 4.03 -2.62 2.62
H -0.04 3.77 1.93
H -3.94 3.59 -3.83
H 0.53 1.84 3.51
H 4.46 -6.64 0.74
C -3.75 3.63 -1.61
C 2.29 2.15 2.28
H -6.62 -0.88 -5.56
C -4.36 3.06 -2.94
H -1.03 1.30 0.41
H 5.19 -0.83 3.09
H 4.28 1.55 2.91
C -0.10 2.73 1.66
H 3.00 1.14 4.06
H 4.62 -3.75 4.37
C -4.96 1.05 -4.37
O -5.01 3.78 -0.54
O 5.62 -5.20 1.68
H -2.62 1.80 -1.26
C -4.12 1.58 -3.19
H 6.19 -6.57 0.29
H -1.82 4.35 0.17
H -3.05 1.37 -3.41
H -6.02 1.23 -4.18
H -4.36 0.98 -2.30
C -1.84 3.27 -0.01
C 5.48 -6.50 1.11
H 2.51 3.16 2.67
H -3.40 4.66 -1.81
O 4.00 -5.82 3.13
H 4.30 -2.60 1.56

Computed, not measured: a structure of composition C44H42N5O3P2PtSe2 at a distorted geometry, with ωB97M-V with the def2-TZVPD basis set.

## Properties
Max |F| (hartree/bohr): 0.033
Net charge: +1
HOMO-LUMO gap (eV): 7.05
Energy (a.u.): -7806.12398
Highest occupied orbital energy (eV): -9.8
Multiplicity: 1
Energy relative to the best compared isomer or geometry (same formula, charge and spin) (kcal/mol): 18.9

Geometry (Å):
H 5.96 -4.42 -1.24
C -6.34 3.69 0.07
H 0.94 -5.58 5.12
H 7.85 2.68 3.74
C 4.67 -3.90 1.84
C 1.64 -2.86 -0.81
H -1.09 -0.02 -3.23
H -4.61 1.37 -6.25
H -3.01 0.42 -4.35
H -2.90 1.53 -0.21
C 0.88 -3.27 2.04
N 2.34 1.28 1.75
C 1.41 -2.81 3.24
O -5.24 1.10 2.57
H 7.93 0.21 3.66
C 2.61 0.10 1.16
C 4.36 -2.55 1.72
C -4.06 1.02 2.37
H 5.50 -5.62 0.87
H 6.38 -1.03 2.23
H -5.79 2.56 -5.68
H -8.45 3.51 -0.26
C 1.79 -2.03 -1.91
P 4.24 -0.11 0.38
C -1.40 3.56 -1.34
C -3.42 5.40 -2.39
H -4.21 3.55 0.34
C -4.21 3.52 -3.83
H 5.36 -2.03 -1.47
C -3.83 0.97 -0.20
C 1.43 -3.64 4.35
H 2.53 -1.86 -3.91
C 6.24 2.82 2.33
H 6.21 3.91 2.35
C -1.06 0.86 -2.59
C 0.33 -4.55 1.96
H -3.59 5.45 -1.31
N -3.14 1.71 3.14
H -3.53 2.47 3.69
C 6.32 0.05 2.26
C -4.13 2.24 -4.35
H 3.24 -4.23 -4.03
H -4.99 4.19 -4.17
H -1.14 0.54 -1.55
C 7.16 2.14 3.11
C 0.92 -4.93 4.26
H 3.94 -2.02 2.56
Pt -1.49 0.14 1.51
H -0.05 -6.37 3.01
H -3.76 0.00 -0.67
C -5.08 1.66 -0.22
C 2.63 -4.67 -2.02
C 7.21 0.75 3.07
C -3.29 3.98 -2.89
C -6.25 0.97 -0.54
C 1.41 -0.59 1.06
H -6.20 -0.09 -0.77
H -0.09 1.34 -2.69
H -1.61 2.72 2.24
C -7.50 2.99 -0.25
H 1.99 -4.83 0.01
H -1.16 1.75 3.49
O -0.76 2.82 -0.62
C 5.25 -4.57 0.77
C -5.13 3.02 0.09
H -8.37 1.11 -0.80
H 1.47 -0.99 -1.87
O -3.53 0.26 1.38
Se 4.23 0.65 -1.58
C 5.36 2.13 1.52
C 5.39 0.74 1.49
Se -1.32 -1.84 0.12
H -5.73 0.94 -4.96
H 4.65 2.66 0.89
C 2.79 -3.84 -3.12
C 5.51 -3.90 -0.41
N 0.48 0.24 1.59
H -0.14 -4.89 1.05
C -2.17 1.81 -2.97
H -6.39 4.74 0.31
H 2.97 -5.70 -2.07
C -7.46 1.64 -0.55
C 0.37 -5.38 3.07
N 1.06 1.35 2.00
H 4.47 -4.42 2.77
H -1.36 4.65 -1.18
H -2.52 5.98 -2.61
C 2.07 -4.19 -0.86
C 4.60 -1.88 0.52
H 1.85 -3.28 5.28
N -1.80 1.83 2.71
C -2.29 3.11 -2.43
C -5.12 1.76 -5.37
P 0.78 -2.19 0.60
C 2.38 -2.52 -3.06
C 5.18 -2.56 -0.55
H 1.80 -1.80 3.31
H -4.26 5.89 -2.87
C -3.10 1.41 -3.92

Computed, not measured: a cluster of 2 separate species, C2H2F3NO in total at a distorted geometry, with ωB97M-V with the def2-TZVPD basis set.

## Properties
Max |F| (hartree/bohr): 0.119
Net charge: 0
HOMO-LUMO gap (eV): 9.81
SMILES: [O-][N+]#CF.FCF
Energy (a.u.): -506.82206
Highest occupied orbital energy (eV): -10.1
Multiplicity: 1
Energy relative to the best compared isomer or geometry (same formula, charge and spin) (kcal/mol): 133.0

Geometry (Å):
H 0.98 1.96 -0.48
F -2.38 2.98 -2.14
F 1.73 0.14 -0.11
O -3.37 2.60 1.31
F -0.41 0.57 0.10
H 1.08 1.43 1.16
C 0.88 1.02 0.18
N -3.12 2.67 0.13
C -2.51 2.91 -0.84